1.
{
  "formula": "C54H56N3O3P3RhS3Te2",
  "method": "ωB97M-V with the def2-TZVPD basis set",
  "symbols": ["Rh", "S", "P", "C", "P", "S", "C", "C", "C", "C", "C", "C", "C", "C", "C", "C", "C", "C", "C", "C", "C", "C", "C", "C", "C", "C", "C", "C", "C", "C", "H", "H", "H", "H", "H", "H", "H", "H", "H", "H", "H", "H", "H", "H", "H", "H", "H", "H", "H", "H", "N", "C", "P", "O", "O", "C", "N", "H", "H", "H", "H", "H", "H", "H", "H", "H", "H", "Te", "C", "C", "C", "C", "S", "H", "H", "H", "C", "C", "C", "C", "C", "C", "Te", "N", "C", "O", "C", "C", "C", "C", "C", "C", "C", "C", "C", "C", "C", "C", "C", "C", "C", "C", "H", "H", "H", "H", "H", "H", "H", "H", "H", "H", "H", "H", "H", "H", "H", "H", "H", "H", "H", "H", "H", "H", "H"],
  "positions_angstrom": [[0.83, 0.31, 0.90], [1.44, -2.48, 0.28], [-0.57, -2.11, 0.28], [-0.80, -0.47, -0.16], [-2.34, 0.32, -0.15], [-2.27, 2.35, -0.12], [-3.22, -0.18, -1.67], [-2.60, -1.02, -2.59], [-3.24, -1.35, -3.79], [-4.49, -0.83, -4.06], [-5.12, 0.01, -3.15], [-4.48, 0.34, -1.96], [-3.57, -0.03, 1.15], [-3.55, 0.70, 2.35], [-4.46, 0.42, 3.36], [-5.40, -0.58, 3.19], [-5.45, -1.30, 2.00], [-4.54, -1.02, 0.99], [-1.17, -2.81, 1.86], [-1.00, -4.18, 2.06], [-1.36, -4.77, 3.27], [-1.92, -3.99, 4.28], [-2.09, -2.63, 4.08], [-1.70, -2.04, 2.88], [-1.38, -3.28, -0.88], [-0.70, -3.87, -1.93], [-1.37, -4.74, -2.80], [-2.72, -5.01, -2.62], [-3.41, -4.40, -1.58], [-2.74, -3.54, -0.71], [-1.62, -1.42, -2.37], [-2.75, -2.01, -4.50], [-4.99, -1.08, -5.00], [-6.10, 0.42, -3.36], [-4.96, 1.01, -1.25], [-2.81, 1.48, 2.48], [-4.42, 0.99, 4.28], [-6.11, -0.80, 3.98], [-6.19, -2.07, 1.86], [-4.59, -1.57, 0.06], [-0.57, -4.79, 1.27], [-1.21, -5.83, 3.42], [-2.20, -4.44, 5.22], [-2.51, -2.01, 4.87], [-1.77, -0.98, 2.76], [0.36, -3.68, -2.06], [-0.83, -5.21, -3.62], [-3.23, -5.70, -3.28], [-4.46, -4.61, -1.43], [-3.27, -3.09, 0.11], [5.36, 0.96, 2.03], [5.06, -0.28, 1.28], [4.44, 0.25, -0.33], [5.49, 1.16, -0.89], [2.98, 0.64, -0.29], [4.34, -1.26, -1.38], [3.05, -1.14, -2.15], [3.55, 1.70, 2.24], [5.93, 1.56, 1.44], [5.87, 0.77, 2.87], [4.31, -0.87, 1.81], [5.94, -0.90, 1.11], [4.30, -2.18, -0.81], [5.18, -1.27, -2.07], [3.03, -1.70, -2.99], [2.85, -0.16, -2.38], [2.29, -1.43, -1.53], [1.39, -0.83, 3.28], [0.47, -0.04, 4.97], [0.70, -0.40, 6.27], [-0.14, 0.29, 7.20], [-0.98, 1.17, 6.58], [-0.77, 1.14, 4.89], [1.44, -1.14, 6.56], [-0.11, 0.15, 8.27], [-1.72, 1.82, 7.03], [-2.31, 6.43, -6.75], [-1.76, 5.66, -5.58], [-0.59, 6.06, -4.94], [-0.07, 5.36, -3.85], [1.22, 5.90, -3.25], [-0.73, 4.21, -3.39], [0.03, 3.35, -1.53], [0.91, 2.36, 0.93], [1.90, 2.69, 1.61], [2.58, 1.75, 2.39], [2.42, 4.09, 1.73], [3.68, 4.36, 2.27], [4.13, 5.67, 2.39], [3.34, 6.73, 1.97], [2.08, 6.47, 1.43], [1.63, 5.16, 1.33], [1.64, 2.46, -2.59], [2.90, 3.01, -2.38], [4.00, 2.55, -3.10], [3.82, 1.53, -4.02], [2.57, 0.95, -4.19], [1.45, 1.39, -3.48], [0.11, 0.73, -3.70], [-1.92, 3.79, -4.02], [-2.75, 2.60, -3.61], [-2.40, 4.52, -5.11], [-1.69, 7.30, -6.98], [-3.32, 6.79, -6.53], [-2.37, 5.81, -7.64], [-0.07, 6.95, -5.29], [1.43, 6.90, -3.64], [2.07, 5.26, -3.50], [1.18, 5.97, -2.16], [4.31, 3.55, 2.60], [5.11, 5.86, 2.83], [3.69, 7.75, 2.08], [1.45, 7.29, 1.10], [0.63, 4.96, 0.96], [3.04, 3.78, -1.63], [4.98, 2.97, -2.91], [4.67, 1.17, -4.58], [2.44, 0.15, -4.91], [0.22, -0.18, -4.29], [-0.56, 1.40, -4.25], [-0.37, 0.47, -2.76], [-2.34, 2.06, -2.77], [-2.86, 1.90, -4.44], [-3.76, 2.92, -3.32], [-3.31, 4.19, -5.59]],
  "lowdin_charge": [0.574, 0.290, 0.441, -0.637, 0.501, 0.294, -0.355, -0.111, -0.067, -0.081, -0.078, -0.109, -0.354, -0.137, -0.073, -0.077, -0.068, -0.100, -0.399, -0.099, -0.074, -0.076, -0.070, -0.169, -0.364, -0.108, -0.078, -0.084, -0.065, -0.091, 0.069, 0.107, 0.103, 0.106, 0.113, 0.067, 0.107, 0.104, 0.106, 0.089, 0.105, 0.102, 0.103, 0.111, 0.052, 0.071, 0.102, 0.103, 0.109, 0.089, -0.033, -0.307, 0.393, -0.338, -0.401, -0.181, 0.102, 0.041, 0.066, 0.082, 0.050, 0.090, 0.081, 0.095, 0.151, 0.076, -0.008, 1.054, -0.992, -0.260, -0.207, -0.443, 0.922, 0.094, 0.097, 0.058, -0.049, -0.265, -0.023, -0.291, -0.075, -0.332, 1.544, -0.097, -0.503, -0.161, -0.146, -0.019, -0.078, -0.092, -0.082, -0.059, -0.415, -0.142, -0.083, -0.077, -0.098, -0.308, -0.049, -0.285, -0.100, -0.023, 0.072, 0.081, 0.081, 0.114, 0.077, 0.070, 0.047, 0.100, 0.102, 0.100, 0.102, 0.067, 0.110, 0.111, 0.110, 0.112, 0.085, 0.072, 0.037, -0.026, 0.090, 0.092, 0.126],
  "total_charge": 0,
  "lumo_energy_ev": [-0.62, -1.46],
  "spin_multiplicity": 2,
  "homo_energy_ev": [-6.2403, -6.2294]
}



2.
{
  "formula": "C8H10",
  "method": "ωB97M-V with the def2-TZVPD basis set",
  "symbols": ["C", "C", "C", "C", "C", "C", "C", "C", "H", "H", "H", "H", "H", "H", "H", "H", "H", "H"],
  "positions_angstrom": [[-3.09, -0.70, -0.41], [-3.51, 0.57, -0.34], [1.84, 1.20, -0.35], [2.33, -0.03, -0.68], [1.83, -1.20, -0.20], [0.68, -1.20, 0.60], [0.14, 0.09, 0.96], [0.69, 1.28, 0.55], [-3.25, -1.42, 0.31], [-2.47, -1.10, -1.20], [-4.13, 1.01, 0.42], [-3.04, 1.32, -1.01], [2.40, 2.18, -0.51], [3.12, -0.18, -1.52], [2.46, -2.09, -0.52], [0.16, -2.05, 0.95], [-0.92, -0.05, 1.41], [0.22, 2.23, 0.81]],
  "lowdin_charge": [-0.087, -0.073, -0.089, -0.172, -0.129, -0.075, -0.120, -0.088, 0.020, 0.052, 0.039, 0.058, 0.118, 0.135, 0.122, 0.082, 0.113, 0.095],
  "smiles": "c1ccccc1.C=C",
  "total_charge": 0,
  "relative_energy_kcal_mol": 51.5,
  "lumo_energy_ev": 1.08,
  "spin_multiplicity": 1,
  "homo_energy_ev": -9.1960
}